Computed, not measured: a structure of composition C32H41GdN5S in a non-equilibrium geometry, with the ωB97M-V functional and the def2-TZVPD basis.

Geometry as XYZ:
```
80
Properties=species:S:1:pos:R:3:mulliken_spin:R:1
Gd 0.099 0.292 0.069 6.08
N 0.089 2.577 0.563 0.05
N 0.462 2.149 -2.264 0.02
C 0.147 -2.193 -1.096 -0.07
C -1.008 -1.448 -1.498 -0.09
C -1.840 -1.274 -0.346 0.05
C -3.135 -0.546 -0.317 0.05
H -3.362 -0.071 -1.280 -0.01
H -3.139 0.249 0.440 -0.02
H -3.959 -1.215 -0.031 0.00
C -1.154 -1.890 0.765 -0.17
C -1.666 -2.074 2.143 0.06
H -2.287 -2.980 2.219 0.00
H -2.287 -1.227 2.429 -0.01
H -0.848 -2.128 2.872 -0.01
C 0.090 -2.395 0.312 0.20
C 1.039 -3.210 1.117 -0.04
H 1.200 -2.773 2.109 0.02
H 2.021 -3.273 0.642 -0.01
H 0.667 -4.234 1.264 0.00
C -1.324 -0.997 -2.874 -0.03
H -2.083 -1.637 -3.352 0.00
H -0.417 -1.020 -3.485 0.00
H -1.710 0.031 -2.881 -0.01
C 1.118 -2.867 -1.985 0.01
H 2.151 -2.692 -1.654 0.01
H 1.043 -2.527 -3.023 0.00
H 0.958 -3.960 -1.982 0.00
C -0.168 2.588 1.970 0.02
H 0.715 2.672 2.606 -0.02
C -1.432 3.228 2.450 -0.05
H -1.424 3.640 3.458 -0.02
C -2.246 3.885 1.458 0.33
H -2.994 4.598 1.800 0.06
C -2.060 3.617 0.123 0.08
H -2.749 3.935 -0.652 0.00
C -0.889 2.924 -0.330 0.07
C -0.720 2.624 -1.718 0.12
H -1.390 3.098 -2.434 0.01
C 1.320 1.276 -1.603 0.05
C 0.904 2.371 -3.585 0.04
H 0.385 3.049 -4.237 0.00
C 2.032 1.679 -3.743 -0.02
H 2.691 1.615 -4.586 0.00
N 2.318 1.068 -2.525 0.02
C 3.478 0.338 -2.172 -0.05
C 3.857 -0.795 -2.911 0.00
C 4.905 -1.584 -2.425 -0.02
H 5.194 -2.478 -2.986 0.00
C 5.583 -1.251 -1.247 0.01
C 6.739 -2.071 -0.750 0.00
H 6.458 -2.682 0.121 0.00
H 7.563 -1.416 -0.433 0.00
H 7.107 -2.743 -1.534 0.00
C 5.163 -0.133 -0.520 -0.04
H 5.671 0.126 0.414 0.00
C 4.121 0.676 -0.964 0.06
C 3.764 1.909 -0.201 0.03
H 4.055 2.827 -0.730 0.00
H 4.300 1.891 0.753 -0.01
H 2.691 1.999 0.025 0.03
C 3.149 -1.198 -4.167 0.00
H 3.611 -0.743 -5.056 0.00
H 2.087 -0.929 -4.171 0.00
H 3.223 -2.287 -4.284 0.00
S -1.459 1.311 2.532 0.20
C -4.843 -0.447 2.258 0.00
N -4.453 -1.150 3.298 0.00
C -4.109 -0.518 4.601 0.00
C -5.007 0.689 4.811 0.00
C -5.042 1.610 3.599 0.02
N -5.182 0.817 2.350 -0.01
H -4.292 -2.144 3.123 0.00
H -3.055 -0.206 4.607 0.01
H -4.251 -1.284 5.361 0.00
H -4.666 1.256 5.683 0.00
H -6.022 0.337 5.032 0.00
H -4.117 2.194 3.547 -0.01
H -5.890 2.296 3.630 0.00
H -5.488 1.245 1.477 0.00
```

- E_HOMO (alpha / beta): -0.97 / -3.15 eV
- Kohn-Sham gap (alpha / beta): 3.59 / 5.72 eV
- ΔE to the lowest compared entry with this formula, charge and spin: 423.4 kJ/mol
- DFT total energy: -2681.3649 hartree
- Spin multiplicity: 8
- Charge: -1
- LUMO level (alpha / beta): 2.6 / 2.6 eV